No. 1
5
Properties=species:S:1:pos:R:3 method="wB97M-V/def2-TZVPD" fmax_ev_per_a=1.3 mol_weight_g_mol=179.904 multiplicity=1 e_tot_ha=-3784.55155 charge=0 gap_ev=8.8 e_homo_ev=-9.823 e_above_lowest_kcal_mol=0.0
Si -0.478 -2.418 3.602
Cl -1.029 -0.417 -0.265
Cl -2.268 -2.573 2.606
Br -0.081 -0.241 3.277
H -1.288 0.319 0.808



No. 2
5
Properties=species:S:1:pos:R:3 method="wB97M-V/def2-TZVPD" fmax_ev_per_a=3.5 mol_weight_g_mol=164.361 multiplicity=1 e_tot_ha=-3263.76850 charge=0 gap_ev="7.8 / 8.5" e_homo_ev="-9.776 / -10.068" e_above_lowest_kcal_mol=111.3
N -0.188 0.173 1.237
O 1.501 -0.765 -1.325
F -0.866 -0.884 1.767
Cl 0.604 0.343 -1.776
Br -1.051 1.133 0.097



No. 3
5
Properties=species:S:1:pos:R:3 method="wB97M-V/def2-TZVPD" fmax_ev_per_a=2.9 mol_weight_g_mol=164.361 smiles=FN(Br)OCl multiplicity=1 e_tot_ha=-3263.81200 charge=0 gap_ev="7.6 / 7.4" e_homo_ev="-10.660 / -10.668" e_above_lowest_kcal_mol=84.0
N -0.017 -0.290 -0.086
O 0.696 0.479 0.525
F 0.216 -1.642 0.052
Cl -0.324 1.507 1.778
Br -0.571 -0.053 -2.269



No. 4
8
Properties=species:S:1:pos:R:3 method="wB97M-V/def2-TZVPD" fmax_ev_per_a=1.4 mol_weight_g_mol=175.561 multiplicity=1 e_tot_ha=-3615.56685 charge=0 gap_ev=8.0 e_homo_ev=-8.789 e_above_lowest_kcal_mol=54.3
Si -1.698 0.976 0.865
Si 2.469 -2.032 -0.847
Cl 3.797 -0.611 -0.247
Br -1.539 0.032 -1.134
H -1.190 -0.198 1.647
H -3.166 1.223 1.175
H -0.529 1.914 0.667
H 1.855 -1.303 -2.125